Record 1
76
Properties=species:S:1:pos:R:3:forces:R:3 method="wB97M-V/def2-TZVPD" multiplicity=2 e_lumo_ev="-6.9838 / -7.3704" homo_energy_ev="-13.14 / -13.35" orbital_gap_ev="6.2 / 6.0" total_charge=+2
C 1.108 2.850 0.638 0.1 0.2 0.0
H -2.036 1.477 -1.807 0.0 0.0 0.0
H -2.238 0.146 2.304 0.0 0.0 0.0
H 0.865 0.576 6.240 0.0 0.0 0.0
H 2.565 2.938 -4.593 0.0 0.0 0.0
C 1.354 0.236 -8.349 0.0 0.0 0.0
C -2.644 0.624 1.424 0.0 0.0 0.0
C 4.154 -0.675 -3.720 0.0 -0.1 0.0
C 0.812 1.454 2.467 0.1 0.0 0.0
C 2.353 1.943 -6.984 0.0 0.0 0.0
S 2.136 -1.024 -0.292 -0.1 0.1 0.2
O 1.657 2.539 6.981 0.0 0.0 0.0
C -3.825 1.855 -0.768 0.1 0.0 -0.1
C 7.548 0.464 -0.782 0.0 0.0 0.0
H 4.342 -2.104 -0.633 0.0 0.0 0.0
Ru 0.037 0.188 0.025 0.1 -0.5 0.4
H 0.051 -1.135 -7.332 0.0 0.0 0.0
S 0.305 0.864 -2.214 0.0 0.3 -0.2
C -0.062 -1.459 4.590 0.0 0.0 0.0
H 1.215 -0.228 -9.316 0.0 0.0 0.0
H 2.992 2.814 -6.891 0.0 0.0 0.0
N 3.797 -1.019 -2.335 0.1 0.0 -0.1
C 1.257 2.023 4.772 0.0 0.0 0.0
C 4.736 -1.923 -1.628 0.0 0.0 0.0
C -1.890 0.743 0.238 0.1 0.1 -0.3
H 7.036 -2.783 -2.809 0.0 0.0 0.0
C 1.658 3.659 2.828 0.0 0.0 0.0
H 0.347 -0.069 -5.131 0.0 0.0 0.0
N 1.703 2.952 5.850 0.0 0.0 0.0
C -4.524 1.724 0.422 0.0 0.0 0.0
H 7.697 1.366 -0.204 0.0 0.0 0.0
H 1.855 4.814 1.043 0.0 0.0 0.0
C 0.381 0.169 2.900 0.0 0.0 -0.1
C 8.433 -1.278 -2.184 0.0 0.0 0.0
N 0.752 1.669 1.122 -0.1 0.2 0.2
C 2.175 1.345 -8.225 0.0 0.0 0.0
C 6.105 -1.296 -1.571 0.0 0.0 0.0
C 7.176 -1.868 -2.245 0.0 0.0 0.0
C 1.570 3.864 1.473 0.0 -0.1 0.0
H -4.492 1.000 2.441 0.0 0.0 0.0
C 1.697 1.438 -5.868 0.1 0.0 0.0
C 3.938 0.790 -3.923 0.0 0.1 0.1
H -0.826 -3.308 3.819 0.0 0.0 0.0
H 5.195 -0.938 -3.886 0.0 0.0 0.1
C 0.871 0.323 -5.996 0.0 0.0 0.0
H 5.463 0.314 -0.297 0.0 0.0 0.0
Br -6.277 2.367 0.551 0.0 0.0 0.0
C -0.476 -2.312 3.594 0.0 0.0 0.0
H 0.958 2.404 -4.078 0.0 0.0 0.0
C 1.260 2.418 3.374 0.1 0.1 0.1
C 2.711 -0.527 -1.798 -0.2 0.2 -0.3
C 1.896 2.080 -4.517 0.0 0.0 0.0
C -3.935 1.104 1.520 0.0 0.0 0.0
C 6.296 -0.126 -0.839 0.0 0.0 0.0
O 2.084 4.054 5.519 0.0 0.0 0.0
C -0.453 -1.878 2.263 0.0 0.0 0.1
H 4.111 1.060 -4.962 -0.1 0.0 0.0
C 0.847 0.806 5.184 0.0 -0.1 0.0
H 9.598 0.342 -1.406 0.0 0.0 0.0
H -0.786 -2.521 1.458 0.0 0.0 0.0
H -0.081 -1.763 5.629 0.0 0.0 0.0
H 1.014 2.984 -0.430 0.0 0.0 0.0
N -0.043 -0.665 1.928 -0.1 -0.2 -0.2
C 0.389 -0.173 4.244 0.0 0.0 0.1
H 2.679 1.748 -9.094 0.0 0.0 0.0
C 1.926 0.520 -2.606 0.1 -0.3 0.2
H 4.601 1.381 -3.285 0.0 0.0 0.0
H 4.760 -2.872 -2.166 0.0 0.0 0.0
C 0.701 -0.275 -7.234 0.0 0.0 0.0
C 8.618 -0.114 -1.457 0.0 0.0 0.0
N 2.539 1.117 -3.591 0.1 0.0 -0.2
C -2.534 1.362 -0.854 -0.2 -0.1 0.1
H 3.528 -1.257 -4.402 0.0 0.0 0.0
H 9.266 -1.732 -2.704 0.0 0.0 0.0
H -4.289 2.332 -1.621 0.0 0.0 0.0
H 2.019 4.440 3.475 0.0 0.0 0.0



Record 2
33
Properties=species:S:1:pos:R:3:forces:R:3 method="wB97M-V/def2-TZVPD" e_lumo_ev=-0.2675 de_lowest_kcal_mol=101.60 smiles=O.O.O.O.O.O.O.O.O.O.O homo_energy_ev=-10.62 orbital_gap_ev=10.3
O 4.158 1.059 1.887 0.7 0.2 -4.1
O 1.234 -3.139 -1.231 0.7 -0.9 -1.2
H -1.056 2.150 -1.557 0.9 -0.1 -1.1
O -4.416 -2.355 -1.542 1.3 2.1 0.0
H 4.917 1.075 1.193 -1.9 0.0 2.2
H 1.122 -0.302 0.025 0.2 -0.2 -0.4
O 3.615 -1.014 -3.048 0.9 -0.4 -1.8
H 1.004 3.895 0.407 -0.4 -0.9 0.6
H 1.879 -3.653 -1.763 0.1 0.8 0.5
H 4.453 -0.998 -2.596 0.2 0.1 0.4
H -3.177 -0.502 -0.162 2.5 -0.7 0.0
H 2.923 -0.862 -2.445 -1.1 0.3 1.3
H -0.355 -0.484 0.101 -3.6 -2.0 -2.6
O -0.344 2.231 -2.228 -0.3 0.0 1.0
H 1.784 -1.860 1.834 -1.1 0.3 2.5
H 4.528 0.948 2.727 1.2 -0.3 1.8
H -3.720 -3.018 -1.468 0.0 0.2 -0.1
H -0.663 1.781 -3.006 -0.3 -0.2 -0.4
O -1.848 -1.480 4.215 -0.5 3.7 0.7
H 0.060 2.955 1.230 -0.6 0.1 0.0
H -4.124 -0.224 0.987 0.1 -0.1 -0.7
O -4.025 -0.195 0.015 -2.2 1.5 1.3
H -1.839 3.171 -0.499 0.0 0.0 0.2
H 2.653 -1.284 0.847 1.0 0.8 -0.2
O 2.080 -2.022 0.980 1.0 -1.3 -1.7
H 0.476 -3.672 -1.451 -1.0 0.0 0.2
O 0.339 -0.144 0.537 2.6 2.7 3.0
O 0.967 3.102 0.988 1.0 0.8 -0.6
H -3.964 -1.434 -1.417 -1.6 -2.9 -0.4
H -2.895 4.258 -0.404 1.8 -0.1 -0.5
H -1.532 -2.300 3.992 1.2 -3.3 -0.8
O -1.934 4.112 -0.656 -2.1 0.4 0.6
H -1.088 -0.882 4.081 -0.6 -0.4 0.1



Record 3
9
Properties=species:S:1:pos:R:3:forces:R:3 method="wB97M-V/def2-TZVPD" e_lumo_ev=0.6920 de_lowest_kcal_mol=53.39 smiles=PC(S)S homo_energy_ev=-9.12 orbital_gap_ev=9.8
H -1.896 -1.876 -0.237 1.9 0.9 0.2
S -0.526 -1.505 0.044 -1.7 -0.6 -0.5
H 1.031 0.334 1.243 0.6 0.2 -0.6
H -0.624 1.823 0.730 1.1 1.1 2.0
P 1.441 0.781 -0.073 -0.7 -0.5 -0.1
H -0.439 0.172 -1.768 0.4 -0.4 -0.6
C -0.331 0.156 -0.703 1.7 -1.0 0.5
S -1.425 1.406 -0.155 -2.1 0.1 -1.1
H 2.491 -0.229 -0.320 -1.3 0.2 0.1



Record 4
25
Properties=species:S:1:pos:R:3:forces:R:3 method="wB97M-V/def2-TZVPD" e_lumo_ev=0.4207 de_lowest_kcal_mol=7.05 smiles=Cn1nc(N)c(N[C@@](C)(O)I)c1N homo_energy_ev=-7.79 orbital_gap_ev=8.2
C -3.291 1.229 0.671 -1.5 2.0 -7.0
C 0.042 1.761 -0.414 0.2 0.4 0.3
H 1.994 2.276 -0.892 1.2 -0.4 0.2
H -2.289 -1.386 0.783 0.1 -0.4 -0.5
H 1.272 -0.165 -1.930 -0.1 -1.7 2.9
H 0.616 -2.392 0.832 0.6 0.2 0.2
N -1.947 1.231 0.190 2.1 -4.1 -0.9
H 0.736 3.426 -1.034 0.1 2.3 -0.5
C 1.990 -1.179 -0.260 2.2 -3.4 0.1
N 1.054 2.535 -0.854 -0.9 -0.3 -0.1
H -3.940 0.404 0.291 1.0 0.3 0.1
H -3.769 2.173 0.221 0.5 -1.2 0.9
H 2.259 -2.671 1.362 1.1 -0.6 -0.1
C 0.073 0.382 -0.390 -1.2 -1.2 1.1
O 2.444 -2.085 -1.267 -1.5 1.5 -0.2
C -1.228 0.071 -0.017 0.2 -0.3 -0.5
N -1.735 -1.233 -0.066 -0.8 0.2 1.2
I 3.768 0.229 0.478 -0.1 -0.2 -0.3
N 1.036 -0.534 -0.905 -2.2 4.0 -3.9
H 3.217 -2.595 -1.165 1.6 -0.5 1.1
C 1.598 -1.916 1.029 -1.6 1.8 0.0
H 1.498 -1.172 1.844 -0.2 -0.5 -0.4
N -1.115 2.279 -0.033 -0.1 1.1 0.0
H -0.990 -1.934 -0.102 -0.4 0.6 -0.1
H -3.293 1.268 1.630 -0.4 0.3 6.3



Record 5
155
Properties=species:S:1:pos:R:3:forces:R:3 method="wB97M-V/def2-TZVPD" e_lumo_ev=-1.3515 homo_energy_ev=-6.42 orbital_gap_ev=5.1 total_charge=-1
H 1.667 -1.097 -13.607 -0.4 0.1 -0.6
C -8.921 -1.482 -0.287 -1.1 0.6 0.8
H 1.457 -5.949 0.494 -0.1 0.5 0.5
H 4.106 3.751 -0.425 0.6 -0.4 -0.1
C -0.950 2.948 -0.882 1.4 1.1 -1.8
C 0.201 -1.369 9.685 -2.3 0.5 0.1
O -10.689 -0.325 1.268 -1.1 -0.6 -2.3
H 2.496 -5.648 -0.827 0.6 0.1 0.0
H 0.058 -5.659 4.800 -0.2 0.1 0.0
C 4.873 -0.818 -15.454 -0.2 -0.1 0.1
F 1.741 9.723 4.070 -1.6 -0.8 0.4
O -0.387 1.873 -0.162 0.4 0.9 1.2
H 4.285 4.053 1.359 0.0 0.9 -0.4
H 2.288 -3.585 1.483 -0.6 0.0 -0.2
H 3.621 -4.893 2.868 0.0 -0.1 -0.5
B -4.803 -1.524 6.639 -0.6 2.0 0.3
H -1.631 0.428 -0.778 -0.5 -0.1 -0.1
H -8.755 -0.665 -4.651 -0.6 -0.4 0.8
F 11.917 3.028 2.874 0.2 -0.1 0.5
H -8.719 -0.177 1.432 0.7 -0.5 0.1
F -5.735 -1.955 5.772 -2.3 -2.3 -1.0
C -0.041 4.228 -0.682 -0.1 -0.8 -0.3
H 4.433 -5.806 0.713 0.3 1.2 -0.2
H 3.923 -1.869 -0.862 0.4 0.2 0.2
F -6.125 5.701 -4.963 3.3 -0.5 -2.7
H -0.399 4.772 0.192 0.6 0.1 0.0
N -9.904 -2.502 -0.970 3.2 0.6 0.9
H -2.130 1.220 0.760 -0.3 0.5 -0.3
H -0.296 -2.180 9.152 1.3 -0.5 -0.5
H -0.803 0.216 -10.413 -0.4 0.0 -0.5
H 2.547 0.986 7.070 -0.2 0.7 -0.5
F 4.460 6.075 -6.480 1.8 0.3 -2.1
H -1.998 3.223 -0.765 0.0 -0.3 0.8
H 0.003 0.470 -8.066 -0.4 0.6 -0.8
H -10.705 0.229 3.148 -0.3 -0.5 1.0
F -5.319 -1.199 7.898 -0.5 0.3 0.5
H -1.617 0.877 12.083 -0.2 0.4 0.3
C -0.003 -5.969 3.757 -1.6 0.3 0.3
O 1.222 2.270 8.204 0.1 -2.8 0.7
H 3.183 0.042 -11.361 -0.4 0.0 -0.1
F -3.794 -2.383 6.866 2.1 -1.8 0.0
C -11.317 -0.447 2.552 0.7 0.7 -0.6
C 0.063 -0.395 -10.669 0.9 1.1 1.9
O 1.180 -5.659 3.082 0.8 -0.9 -1.0
H 2.524 0.948 -12.810 0.6 0.3 0.4
H -7.236 -0.141 -3.929 -0.1 0.0 0.0
F 2.858 11.558 3.489 0.6 3.2 1.6
H 1.872 3.613 -1.385 0.1 0.5 -0.7
H -0.860 2.656 -1.928 -0.2 0.1 -0.4
F 3.916 4.629 -4.911 0.1 -4.1 1.0
H 2.474 0.403 8.599 -0.3 0.7 1.3
H 1.766 -3.344 -0.241 0.2 0.1 0.0
C 2.131 3.201 8.674 2.0 1.3 -1.7
B 2.675 10.260 3.208 1.8 -0.6 2.2
H 2.397 5.424 0.286 0.0 -0.1 -0.4
H -0.818 0.564 13.637 0.3 -0.3 -0.3
C -7.820 -1.016 -4.215 1.2 -0.2 0.2
C 3.533 -5.938 2.572 -1.5 -2.0 0.0
C 2.253 -6.581 3.223 0.9 1.6 0.6
F -7.120 5.119 -3.236 -0.9 -0.4 3.1
H -8.007 -3.758 -3.629 -0.5 -0.7 0.1
H -0.432 -0.778 -12.669 0.0 -0.9 0.2
F 7.042 -3.512 8.568 -0.3 -0.1 -0.3
C -1.264 0.098 12.759 0.3 0.4 -1.1
C -0.802 -1.321 10.863 1.4 -0.2 0.7
O -7.786 -1.872 -3.030 -1.4 0.1 0.3
B 7.522 -3.834 7.224 0.9 1.2 3.1
H -0.182 0.638 9.419 -0.3 0.8 -0.2
H 4.385 -6.491 2.969 0.2 0.1 -0.2
H -0.029 0.654 6.780 -0.3 0.6 0.7
C 2.361 -5.401 0.226 0.8 -0.7 0.6
O 1.142 0.100 -9.862 0.0 0.1 -0.4
F -7.805 6.892 -4.578 -2.3 2.3 0.5
H 4.552 -0.811 -16.495 0.1 0.1 0.2
H 4.173 -1.621 -13.077 -0.2 -0.6 -0.2
O 3.871 -3.595 0.252 -1.0 -0.4 0.0
H -12.330 -0.049 2.493 0.2 0.1 -0.3
H -1.744 -0.943 10.466 -0.3 0.3 0.3
H 2.005 -7.606 2.948 0.0 0.0 -0.7
H -0.918 0.057 0.768 1.0 0.3 -0.1
H 0.801 -1.005 -8.105 0.5 -0.4 -0.2
H 3.729 -3.243 -1.842 -0.6 -0.7 0.1
F 10.978 4.585 1.540 -3.4 2.0 0.2
C 0.587 0.138 7.517 1.5 0.3 0.3
B 3.928 5.910 -5.252 0.1 2.1 0.8
H 2.546 -6.654 4.271 -0.1 0.0 0.4
N 3.543 -6.144 1.049 -0.7 1.9 -0.3
H -10.034 -4.223 -2.017 0.5 -0.5 -0.6
H 1.228 2.790 -0.209 0.3 -0.9 0.6
F 12.993 5.023 2.431 0.8 0.5 0.5
H 1.251 -1.421 9.971 -0.2 -0.1 -0.4
F 12.579 3.516 0.772 2.4 -1.6 -2.2
C 3.667 3.630 0.566 -2.4 2.1 -0.2
F 2.658 6.364 -5.339 -3.1 0.9 0.1
H 2.972 3.087 7.990 0.9 0.0 0.4
H -0.463 -6.956 3.715 1.2 -0.9 0.0
O 3.361 2.362 0.971 -0.4 -1.6 -0.1
B 12.143 4.061 1.924 0.0 -0.9 1.0
C 4.541 1.701 1.342 1.0 0.1 0.2
C 2.449 -3.854 0.439 1.9 -1.7 0.6
H 0.814 -0.755 6.935 0.2 -0.6 0.9
C 1.856 0.981 7.913 -2.6 -0.4 -1.6
H -8.701 -0.665 -0.974 -0.1 -0.4 -0.2
H 1.789 4.287 1.452 -0.2 -0.1 -0.1
H -7.291 -1.491 -5.042 0.1 -0.3 0.0
C 4.216 -2.917 -0.923 -0.1 0.9 -1.3
H -0.976 -2.354 11.166 -0.1 -0.1 0.0
N -0.189 -0.162 8.802 1.3 -1.4 -0.9
H -8.023 -2.064 -0.080 0.0 0.3 0.0
C -9.431 -0.938 1.112 -0.2 -0.6 0.3
H 2.495 3.131 9.698 -0.5 -0.1 0.1
C 0.916 0.020 -8.456 -0.4 0.0 0.6
F 7.487 -5.225 7.190 -0.1 -0.3 -1.1
H -9.450 -1.817 1.756 0.6 -0.1 0.5
H 3.672 -7.109 0.779 -1.0 -0.7 0.3
H -0.160 -1.386 -10.274 -0.1 -0.6 -0.7
H 1.705 0.542 -7.915 0.3 -0.3 -0.4
H -2.152 -0.449 13.079 0.3 -0.7 -0.1
H -10.563 -1.918 -1.464 -0.4 -0.3 -0.6
H 5.789 -0.245 -15.304 -0.2 0.5 -0.1
H -9.481 -2.769 -3.731 -0.1 -0.1 -0.3
O 3.786 -0.330 -14.636 0.1 -0.2 -1.5
O -0.260 -0.619 11.974 -1.0 0.3 0.3
F 2.347 10.279 1.929 -1.0 -1.6 -3.5
H 1.797 -1.750 -12.142 0.0 -0.4 0.3
B -7.383 5.627 -4.484 1.4 -0.6 0.6
C 0.369 -0.258 -12.143 -1.5 -1.0 -1.0
C 4.046 -0.568 -13.327 -0.5 0.6 2.9
C -8.637 -3.044 -3.099 0.8 2.1 -2.7
C -9.161 -3.593 -1.846 -1.7 0.5 1.2
F -8.179 4.706 -5.094 -1.5 -1.0 -1.5
C 2.263 4.359 0.473 2.0 1.1 1.8
H -0.008 4.872 -1.561 -0.5 0.0 0.2
N 1.661 -0.872 -12.622 0.3 0.8 1.2
H 1.835 4.193 8.333 -0.7 0.1 0.9
H 5.190 2.369 1.908 -0.2 0.1 0.7
F 4.559 6.628 -4.226 0.8 0.4 0.2
H -8.386 -4.200 -1.379 -0.3 0.7 1.2
C -1.290 0.878 0.155 -1.3 -1.2 0.1
F 6.769 -3.096 6.357 -1.3 -0.3 -1.5
H -11.415 -1.484 2.872 0.5 0.0 0.3
F -4.375 -0.387 5.955 1.6 1.7 0.2
H 4.991 -0.150 -12.978 0.1 0.5 0.0
H 5.269 -3.025 -1.184 0.1 0.1 0.8
C 2.892 0.003 -12.410 0.7 -0.4 -1.7
N 1.391 3.741 -0.506 -1.1 -0.8 -0.1
H -10.372 -2.952 -0.197 -0.4 -0.3 0.1
H 5.149 -1.827 -15.149 -0.3 -0.3 -0.1
F 8.818 -3.302 7.170 0.5 -0.6 -0.4
H 5.184 1.553 0.474 -0.2 -0.9 -0.3
H 4.307 0.832 1.956 0.1 -0.1 -0.4
H 0.119 0.679 -12.641 1.3 0.7 0.7
H -0.819 -5.484 3.222 0.2 1.0 0.3
H -1.109 -0.461 8.514 -0.7 0.8 0.0
F 3.891 9.562 3.534 0.1 -0.3 -0.7



Record 6
12
Properties=species:S:1:pos:R:3:forces:R:3 method="wB97M-V/def2-TZVPD" multiplicity=3 e_lumo_ev="-4.7864 / -7.5721" de_lowest_kcal_mol=78.90 homo_energy_ev="-12.46 / -15.01" orbital_gap_ev="7.7 / 7.4" total_charge=+1
H 1.480 1.189 0.463 -0.4 -2.2 -0.3
C -0.875 -0.370 -0.050 -4.7 -2.1 -4.8
H -1.215 0.093 2.975 -0.3 0.2 -0.8
H 1.520 -0.799 0.235 -0.3 0.6 0.2
C 0.974 0.130 0.441 5.5 3.7 0.8
H -0.797 -0.495 -3.487 -0.4 0.4 0.7
C -0.299 0.120 0.995 0.0 -0.4 4.6
C -0.713 -0.381 -1.296 -2.9 0.0 4.5
H 0.693 -0.723 -2.504 1.0 0.2 -0.4
N -0.584 0.434 2.252 3.0 3.2 -0.2
H 0.154 1.236 2.472 -2.0 -2.5 0.7
C -0.338 -0.435 -2.494 1.4 -1.1 -5.0



| no. | calculated total energy (Ha) |
| --- | --- |
| 1 | -5278.23162 |
| 2 | -840.71823 |
| 3 | -1178.76176 |
| 4 | -882.48415 |
| 5 | -4763.71498 |
| 6 | -248.33343 |